# C5H8

A single C5H8 molecule (wB97M-V/def2-TZVPD, OMol25).

The HOMO energy is -9.651 eV. As for the net charge: 0. For the LUMO energy, the calculation gives 1.29 eV. The strongest force on any atom is 0.030 Eh/bohr. The calculation puts the gap between HOMO and LUMO at 10.94 eV. The total energy is -195.2502 a.u. As for the SMILES: C=CCC=C.

Each line ends with the natural charge from an NBO analysis.
Atoms and positions in Å:
C 0.71299 -0.74488 -0.62436  -0.16
C 1.80222 -1.26553 -0.06771  -0.40
C -0.59885 -0.53826 0.07740  -0.48
C -1.15674 0.82381 -0.20762  -0.16
C -1.06299 1.82228 0.65013  -0.40
H 0.81041 -0.65257 -1.70266  0.20
H 2.70218 -1.48273 -0.62639  0.20
H 1.82866 -1.49036 0.99743  0.18
H -1.22705 -1.33900 -0.32803  0.22
H -0.45198 -0.70721 1.13884  0.21
H -1.58417 0.89277 -1.19027  0.20
H -1.25536 2.82214 0.30167  0.19
H -0.51931 1.85954 1.58154  0.20

***

# C28H29N6OPt

A molecular structure, C28H29N6OPt (wB97M-V/def2-TZVPD, OMol25).

The HOMO energy (alpha / beta) is -11.230 / -11.224 eV. As for the net charge: +1. For the LUMO energy (alpha / beta), the calculation gives -4.14 / -4.14 eV. The strongest force on any atom is 0.043 Eh/bohr. The calculation puts the gap between HOMO and LUMO (alpha / beta) at 7.09 / 7.08 eV. The total energy is -1607.1525 a.u.

Each line ends with the natural charge from an NBO analysis.
Atoms and positions in Å:
Pt 0.07479 -0.23549 -0.35252  1.01
C -2.36956 0.43828 6.47940  -0.60
C -2.17241 -0.95349 5.85850  -0.12
C -1.06594 -1.70655 6.61247  -0.60
C -3.47874 -1.73767 5.98875  -0.61
C -1.75754 -0.78789 4.40206  0.19
C -2.48924 -1.29170 3.33527  -0.27
C -2.03748 -1.08572 2.04262  0.07
N -0.92144 -0.42344 1.76441  -0.54
C -0.19486 0.07079 2.76817  0.25
C -0.58788 -0.09627 4.08467  -0.28
C 1.04908 0.79983 2.37598  0.16
C 1.90376 1.35656 3.31770  -0.19
C 3.07113 2.00732 2.93597  0.10
C 3.33273 2.06534 1.56884  -0.24
C 2.44304 1.51023 0.67843  0.07
N 1.32117 0.89403 1.06506  -0.50
C 4.03009 2.64088 3.93462  -0.10
C 4.11009 4.14721 3.63630  -0.60
C 3.57268 2.45083 5.38065  -0.61
C 5.41596 1.99878 3.76510  -0.60
H -2.69254 0.33377 7.51670  0.22
H -3.13453 1.00007 5.93916  0.22
H -1.44756 1.02244 6.47533  0.20
H -1.36743 -1.85362 7.65095  0.22
H -0.12377 -1.15553 6.61402  0.20
H -0.88904 -2.68741 6.16652  0.22
H -3.74107 -1.82792 7.04324  0.23
H -3.38269 -2.74747 5.58357  0.21
H -4.30379 -1.22964 5.48453  0.21
H -3.40533 -1.84438 3.48563  0.24
H -2.59740 -1.46633 1.19698  0.21
H 0.01529 0.30899 4.88430  0.22
H 1.65995 1.27871 4.36475  0.22
H 4.22493 2.54034 1.18462  0.24
H 2.62313 1.55808 -0.38617  0.22
H 3.12536 4.61130 3.72273  0.21
H 4.49320 4.33972 2.63283  0.21
H 4.77866 4.63040 4.35076  0.22
H 2.60279 2.91954 5.56371  0.21
H 4.29424 2.92306 6.04773  0.23
H 3.51823 1.39384 5.65227  0.21
H 5.82399 2.17242 2.76816  0.21
H 5.36678 0.92087 3.93229  0.22
H 6.11036 2.42522 4.49071  0.22
O 1.02916 -2.05474 -0.60963  -0.42
N 0.19503 -1.86037 -1.58292  -0.03
C -0.45035 -2.83643 -2.11959  0.00
C -0.16885 -4.20486 -1.80132  0.21
N 0.05870 -5.30032 -1.54492  -0.18
C -1.44200 -2.50427 -3.10283  0.23
N -2.25197 -2.23770 -3.87139  -0.21
N -1.15408 1.21789 -1.06840  -0.42
C -1.73274 1.95071 -1.72680  0.46
C -2.46818 2.84001 -2.56995  -0.15
C -2.50429 2.58093 -3.94208  -0.16
C -3.21747 3.42809 -4.76908  -0.20
C -3.88810 4.51976 -4.23188  -0.15
C -3.84979 4.77148 -2.86583  -0.20
C -3.14049 3.93409 -2.02621  -0.17
H -1.98198 1.72178 -4.34233  0.24
H -3.25367 3.23658 -5.83280  0.24
H -4.44704 5.17877 -4.88326  0.23
H -4.37682 5.62295 -2.45737  0.23
H -3.10353 4.11985 -0.96114  0.23

***

# C3H2F6O2S

2 unconnected molecules or ions with the total composition C3H2F6O2S (wB97M-V/def2-TZVPD, OMol25).

The HOMO energy is -9.892 eV. As for the net charge: 0. For the LUMO energy, the calculation gives 0.05 eV. The strongest force on any atom is 0.071 Eh/bohr. The calculation puts the gap between HOMO and LUMO at 9.94 eV. The total energy is -1263.2896 a.u.

Each line ends with the natural charge from an NBO analysis.
Atoms and positions in Å:
C 3.33941 -0.31417 0.45616  0.13
C 3.17177 1.02496 -0.22056  0.95
C 3.77185 -1.43566 -0.09600  0.71
O 0.79943 -0.76137 -0.29455  -0.93
O -1.29195 0.69794 -0.97431  -0.92
F 2.82478 -0.37611 1.69376  -0.29
F 2.20660 1.68161 0.37967  -0.29
F 4.37162 1.71091 -0.10717  -0.33
F 2.88507 0.89666 -1.49436  -0.30
F 4.24573 -1.45708 -1.32403  -0.29
F 3.96836 -2.58938 0.53881  -0.29
S -0.70884 -0.81154 -0.52408  1.30
H -1.33663 1.01652 -1.90473  0.51
H -1.22198 -0.37252 0.75152  0.04

***

# C21H29BBr2N

2 unconnected molecules or ions with the total composition C21H29BBr2N (wB97M-V/def2-TZVPD, OMol25).

The HOMO energy is -10.242 eV. As for the net charge: +1. For the LUMO energy, the calculation gives -4.08 eV. The strongest force on any atom is 0.044 Eh/bohr. The calculation puts the gap between HOMO and LUMO at 6.17 eV. The total energy is -6044.9241 a.u.

Each line ends with the natural charge from an NBO analysis.
Atoms and positions in Å:
Br -0.11313 -7.43961 -3.02114  0.08
C -0.21196 -5.88417 -1.93266  -0.08
C -1.47728 -5.38091 -1.56684  -0.23
C -1.53937 -4.25225 -0.74959  -0.21
C -0.35061 -3.65745 -0.26790  0.00
C -0.38940 -2.46971 0.54576  -0.24
C 0.74162 -1.76329 0.75824  -0.15
C 0.76629 -0.55643 1.58112  -0.46
C 1.90657 -0.26974 2.51388  -0.01
C 1.76083 0.13404 3.85809  -0.20
C 2.89867 0.33393 4.64566  -0.22
C 4.18180 0.20687 4.08071  -0.09
Br 5.73562 0.45225 5.15038  0.08
C 4.31391 -0.02862 2.70063  -0.22
C 3.17843 -0.22056 1.92849  -0.21
C 0.90978 -4.18866 -0.65392  -0.20
C 0.97952 -5.31788 -1.46976  -0.23
H -2.38300 -5.83908 -1.91958  0.23
H -2.48593 -3.78597 -0.48005  0.21
H -1.34659 -2.13728 0.98100  0.20
H 1.63839 -1.90948 0.15248  0.20
H -0.20515 -0.37551 2.06926  0.21
H 0.75400 0.28915 4.25841  0.22
H 2.79662 0.61839 5.68721  0.24
H 5.29819 -0.04625 2.24483  0.23
H 3.25118 -0.34089 0.84012  0.20
H 1.82959 -3.71532 -0.32772  0.21
H 1.95307 -5.71753 -1.73693  0.24
C -2.54581 4.64292 -0.81723  -0.59
C -1.73052 3.88528 -1.85337  -0.23
N -1.41423 2.54609 -1.22184  -0.47
C -2.68877 1.71632 -1.07040  -0.21
C -2.42293 0.34348 -0.47752  -0.65
C -0.45691 1.74744 -2.05283  -0.22
C 0.80283 2.48539 -2.45364  -0.64
B -0.90526 3.07483 0.19300  0.57
H 1.06100 0.06142 0.75860  0.21
H -2.59602 5.71524 -1.02638  0.27
H -3.57269 4.26088 -0.76843  0.24
H -2.06517 4.51284 0.18969  0.21
H -2.25124 3.73353 -2.81030  0.24
H -0.78292 4.40897 -2.04561  0.24
H -3.36734 2.28042 -0.42334  0.22
H -3.14107 1.64673 -2.07577  0.22
H -3.38925 -0.15791 -0.33739  0.25
H -1.84822 -0.31047 -1.14958  0.23
H -1.92331 0.36372 0.50400  0.23
H -0.20462 0.86456 -1.44656  0.23
H -1.02454 1.41144 -2.94357  0.23
H 1.44787 1.73932 -2.93597  0.25
H 0.59007 3.25755 -3.19921  0.22
H 1.36997 2.92124 -1.62141  0.23
H 0.23776 3.37955 0.12484  -0.04
H -1.57034 2.73121 1.09006  -0.05

***

# C2H6N4O2

A single C2H6N4O2 molecule (wB97M-V/def2-TZVPD, OMol25).

The HOMO energy is -9.636 eV. As for the net charge: 0. For the LUMO energy, the calculation gives 0.45 eV. The strongest force on any atom is 0.118 Eh/bohr. The calculation puts the gap between HOMO and LUMO at 10.09 eV. The total energy is -449.1095 a.u. As for the SMILES: [H]/N=C(/N)NO/C=N\O.

Each line ends with the natural charge from an NBO analysis.
Atoms and positions in Å:
C 0.01232 -1.11283 0.46426  0.52
C -0.11283 0.79083 -1.33437  0.33
H 1.05197 0.02219 1.90721  0.39
H 1.50867 -1.67126 1.79191  0.40
H -0.44218 -2.17702 -1.10067  0.35
H -1.55606 0.33881 1.21832  0.40
H 0.04358 0.27391 -2.36653  0.19
H 1.65160 1.99146 0.58947  0.50
N 0.66592 -0.93291 1.79358  -0.85
N 0.32171 -2.08630 -0.32926  -0.68
N -1.23571 -0.38012 0.35867  -0.37
N 0.91256 1.40997 -0.88682  -0.19
O -1.36484 0.32322 -0.91977  -0.37
O 0.57662 1.81171 0.49824  -0.62

***

# C7H6N2O4

A single C7H6N2O4 molecule (wB97M-V/def2-TZVPD, OMol25).

The expectation value of S² is 2.025. The HOMO energy (alpha / beta) is -5.458 / -8.346 eV. As for the spin multiplicity: 3. As for the net charge: 0. For the LUMO energy (alpha / beta), the calculation gives 0.70 / -2.53 eV. The strongest force on any atom is 0.164 Eh/bohr. The calculation puts the gap between HOMO and LUMO (alpha / beta) at 6.16 / 5.81 eV. The total energy is -680.6050 a.u.

Each line ends with the Mulliken spin population.
Atoms and positions in Å:
C -3.14999 -0.10228 -1.27268  -0.06
C -2.13721 -1.03386 -0.98185  0.36
C -2.62105 1.12720 -0.99860  0.41
C -1.05346 -0.29700 -0.54811  0.25
C 0.21702 -0.68989 -0.10706  0.23
C 2.59099 -0.47789 0.95936  0.02
C 1.58610 0.65142 0.78352  -0.02
N 0.88553 -1.75789 -0.12661  0.50
N 2.11864 -1.65117 0.44002  0.10
O 3.65071 -0.39622 1.53791  0.11
O -1.36438 1.02223 -0.56290  0.06
O 1.01137 1.13000 1.93096  0.01
O 1.94989 1.58724 -0.14728  0.00
H -4.13705 -0.31424 -1.62988  0.00
H -2.17724 -2.10119 -1.06022  0.02
H -3.02916 2.11595 -1.08591  0.02
H 2.67633 -2.49292 0.46706  0.00
H 1.70196 1.39464 2.56164  0.00
H 1.28099 2.28587 -0.15936  0.01

***

# C5H6Cl2O

A single C5H6Cl2O molecule (wB97M-V/def2-TZVPD, OMol25).

The HOMO energy is -9.904 eV. As for the net charge: 0. For the LUMO energy, the calculation gives 0.44 eV. The strongest force on any atom is 0.090 Eh/bohr. The calculation puts the gap between HOMO and LUMO at 10.34 eV. The total energy is -1189.6555 a.u. As for the SMILES: C=C(C)[C@@H](Cl)C(=O)Cl.

Each line ends with the natural charge from an NBO analysis.
Atoms and positions in Å:
C 0.64587 0.08632 -1.56924  -0.41
C 0.44450 0.44243 -0.21664  0.05
C -1.60148 -1.73673 -0.16078  0.50
C 1.16635 1.64051 0.55862  -0.68
C -0.72912 -0.56585 0.52121  -0.33
O -2.37817 -1.55522 -1.00964  -0.47
Cl -1.70353 -3.18761 0.72433  0.00
Cl -1.89499 0.21540 1.59825  0.00
H 1.49422 0.56652 -2.05737  0.21
H 0.29703 -0.90848 -1.89302  0.21
H 0.77979 2.65078 0.45793  0.24
H 2.24567 1.77527 0.24549  0.23
H 1.24032 1.57931 1.65650  0.23
H -0.00647 -1.00267 1.14437  0.22

***

# C19H37ClN2O2P

3 unconnected molecules or ions with the total composition C19H37ClN2O2P (wB97M-V/def2-TZVPD, OMol25).

The HOMO energy is -11.845 eV. As for the net charge: +1. For the LUMO energy, the calculation gives -3.20 eV. The strongest force on any atom is 0.029 Eh/bohr. The calculation puts the gap between HOMO and LUMO at 8.64 eV. The total energy is -1807.4388 a.u.

Each line ends with the natural charge from an NBO analysis.
Atoms and positions in Å:
C -2.08585 -2.13174 -2.72736  -0.63
C -1.67950 -2.95135 -1.50077  -0.19
Cl -0.40257 -4.15339 -1.89667  -0.06
C -1.31310 -2.09852 -0.27079  -0.40
C 0.16933 -1.87337 0.10816  -0.31
C 0.25223 -1.18180 1.48641  -0.42
C 0.53729 0.29436 1.18554  -0.23
N 0.91000 0.30191 -0.25607  -0.55
P 1.40215 1.77126 -1.15831  0.99
C 0.10537 2.97185 -0.69861  -0.97
C 2.96522 2.30918 -0.40499  -0.97
C 0.80490 -0.86455 -0.80785  0.58
C 1.22838 -1.17965 -2.21551  -0.60
C 2.63345 -0.75315 -2.58205  0.16
N 3.56055 -0.85717 -1.73100  -0.63
H -3.16465 -1.95765 -2.69922  0.23
H -1.60430 -1.15091 -2.75435  0.20
H -1.86410 -2.65906 -3.65457  0.24
H -2.52928 -3.56574 -1.20618  0.23
H -1.79082 -2.53466 0.60838  0.24
H -1.76706 -1.10930 -0.42250  0.21
H 0.72867 -2.81009 0.08021  0.27
H -0.71105 -1.25205 1.99626  0.23
H 0.96356 -1.62202 2.18417  0.27
H 1.40453 0.67924 1.72373  0.23
H -0.33509 0.92654 1.34506  0.22
H 0.49133 3.86803 -0.21134  0.26
H -0.35507 3.23316 -1.65411  0.26
H -0.66429 2.51915 -0.07096  0.24
H 2.88163 2.83058 0.55113  0.24
H 3.39230 2.99335 -1.14493  0.26
H 3.63086 1.45392 -0.30839  0.27
H 0.49611 -0.76027 -2.91285  0.28
H 1.18866 -2.26799 -2.32849  0.29
H 2.78771 -0.44503 -3.61899  0.19
H 4.46335 -0.61629 -2.13835  0.36
C -4.06306 2.86604 -2.40074  -0.43
C -4.39409 3.61619 -3.69040  -0.43
C -3.05049 3.60163 -4.40779  -0.07
O -2.40157 2.38506 -4.01067  -0.54
C -3.10093 1.80407 -2.91562  -0.06
H -4.93255 2.44056 -1.90241  0.22
H -3.55766 3.53225 -1.69734  0.20
H -5.13989 3.06565 -4.26617  0.21
H -4.76796 4.62473 -3.52451  0.23
H -2.42962 4.45103 -4.10562  0.17
H -3.13985 3.60846 -5.49339  0.20
H -3.63769 0.91389 -3.26300  0.17
H -2.36595 1.49161 -2.16522  0.15
C 2.66263 -1.20895 6.49562  -0.43
C 3.02449 -2.59353 5.96159  -0.43
C 1.79733 -2.92971 5.12665  -0.07
O 1.30567 -1.68074 4.61890  -0.56
C 1.94801 -0.59673 5.29958  -0.07
H 3.52396 -0.62374 6.81251  0.22
H 1.97865 -1.29627 7.34143  0.21
H 3.91294 -2.53634 5.32958  0.20
H 3.20977 -3.32719 6.74375  0.23
H 1.01714 -3.39517 5.73580  0.17
H 2.01698 -3.58756 4.28456  0.18
H 2.66190 -0.11851 4.61834  0.16
H 1.19100 0.13649 5.58072  0.19